Molecular formula: C3H3ClOS
Method: DFT, ωB97M-V with the def2-TZVPD basis set

CARTESIAN COORDINATES (ANGSTROEM)
C -0.675 0.152 -0.498
C -1.132 -1.203 0.191
C -0.123 0.388 0.865
H -1.352 0.871 -0.896
H -0.064 -1.887 0.040
H -2.353 -1.981 -0.090
O -0.923 -0.535 1.438
S 1.199 1.070 1.428
Cl 0.208 -0.345 -2.162

Summary:
- F_max (eV/A) = 5.07
- net charge = 0
- highest occupied orbital energy (eV) = -9.520
- E_LUMO (eV) = -0.70
- energy relative to the best compared isomer or geometry (same formula, charge and spin) (kJ/mol) = 339.61
- energy (a.u.) = -1049.58507
- Kohn-Sham gap (Eh) = 0.324